Record 1
20
Properties=species:S:1:pos:R:3 method="wB97M-V/def2-TZVPD" homo_ev=-8.89 e_tot_ev=-8930.2345 charge=0 smiles="C=CCCNC.O" de_lowest_kcal_mol=87.08 orbital_gap_ev=9.82 lumo_ev=0.93
O -2.726 0.568 0.807
N 1.690 1.262 0.128
C 0.021 -1.569 -0.402
C 0.565 0.775 -0.804
C 0.642 -0.532 -1.283
C -1.220 -2.089 -0.506
C 1.171 1.119 1.580
H 1.724 -0.904 -1.605
H 0.856 0.045 1.780
H 0.503 -1.919 0.449
H 2.576 0.815 0.111
H -0.495 1.045 -0.341
H 0.230 1.813 1.638
H 1.867 1.522 2.342
H -1.894 -1.559 -1.096
H -2.267 0.543 -0.052
H 0.113 -0.559 -2.334
H 0.700 1.445 -1.706
H -2.167 1.040 1.389
H -1.887 -2.859 -0.095

***

Record 2
20
Properties=species:S:1:pos:R:3 method="wB97M-V/def2-TZVPD" homo_ev=-7.78 e_tot_ev=-8929.7010 charge=0 smiles="C=CCCNC.O" de_lowest_kcal_mol=99.39 orbital_gap_ev=8.43 lumo_ev=0.65
O -3.072 -0.708 -0.945
N 1.899 -0.659 -0.509
C -2.027 0.787 2.073
C 0.583 -0.006 -0.462
C -0.778 0.682 1.527
C -0.287 -0.495 0.754
C 2.893 0.035 -1.332
H -2.235 0.792 3.140
H 3.657 0.612 -0.812
H -2.938 0.732 1.476
H -0.081 1.514 1.655
H 0.414 -1.103 1.329
H 2.398 0.761 -1.988
H -3.540 -1.153 -1.658
H -1.070 -1.123 0.340
H 0.871 1.043 -0.296
H -0.085 -0.117 -1.314
H -2.277 -0.408 -1.410
H 2.259 -0.522 0.420
H 3.417 -0.662 -1.987

***

Record 3
20
Properties=species:S:1:pos:R:3 method="wB97M-V/def2-TZVPD" homo_ev=-7.70 e_tot_ev=-8932.3959 charge=0 smiles="C=C(CC)NC.O" de_lowest_kcal_mol=37.24 orbital_gap_ev=8.38 lumo_ev=0.68
O -2.794 2.624 2.283
N -0.207 -0.950 0.310
C 0.056 -0.032 -0.676
C 1.246 0.836 -0.343
C 2.562 -0.033 -0.437
C -1.101 -2.065 0.162
C -0.591 0.190 -1.822
H 1.355 1.615 -1.082
H -3.215 2.127 2.988
H 3.070 -0.088 0.513
H -0.520 -2.989 0.142
H -1.847 2.530 2.451
H 2.334 -1.037 -0.791
H -0.340 1.027 -2.457
H -1.745 -2.116 1.048
H 3.248 0.421 -1.140
H 0.365 -0.813 1.120
H -1.720 -1.925 -0.713
H 1.170 1.167 0.650
H -1.328 -0.487 -2.205

***

Record 4
20
Properties=species:S:1:pos:R:3 method="wB97M-V/def2-TZVPD" homo_ev=-8.87 e_tot_ev=-8931.6617 charge=0 smiles="C/C=C/CNC.O" de_lowest_kcal_mol=54.17 orbital_gap_ev=9.82 lumo_ev=0.95
O 0.865 -2.156 1.746
N -1.102 0.368 1.621
C -0.023 1.141 0.921
C -2.168 -0.107 0.748
C 1.431 -0.160 -2.384
C 0.169 0.796 -0.547
C 1.357 0.408 -0.954
H -1.761 -0.963 0.195
H 2.295 -0.770 -2.614
H -0.153 2.224 1.045
H -1.546 0.922 2.350
H 0.638 -0.783 -2.780
H 1.612 0.702 -3.062
H -2.609 0.519 -0.107
H 2.327 0.392 -0.451
H 0.185 -1.515 1.505
H -0.751 0.929 -1.133
H -2.926 -0.550 1.362
H 0.817 0.981 1.596
H 1.343 -2.377 0.944

***

Record 5
20
Properties=species:S:1:pos:R:3 method="wB97M-V/def2-TZVPD" homo_ev=-7.33 e_tot_ev=-8932.2552 charge=0 smiles="CC(C)=C(C)N.O" de_lowest_kcal_mol=40.49 orbital_gap_ev=7.90 lumo_ev=0.57
O 2.922 -4.730 -2.387
N 0.678 1.871 1.687
C 0.730 1.810 -0.788
C -0.958 0.523 0.510
C -1.031 -0.565 1.643
C 0.071 1.396 0.529
C -1.827 0.245 -0.681
H -2.574 -0.472 -0.360
H 1.016 2.817 1.691
H -0.777 -0.296 2.664
H -1.464 -0.126 -1.647
H 2.496 -4.857 -1.523
H -0.023 2.304 -1.404
H -2.080 -0.892 1.601
H -0.339 -1.378 1.388
H 1.603 2.416 -0.547
H 0.178 1.696 2.545
H 1.094 0.934 -1.301
H -2.302 1.185 -0.959
H 2.589 -3.881 -2.661

***

Record 6
20
Properties=species:S:1:pos:R:3 method="wB97M-V/def2-TZVPD" homo_ev="-15.27 / -15.23" e_tot_ev=-8922.8994 charge=+1 spin_multiplicity=2 de_lowest_kcal_mol=65.76 orbital_gap_ev="12.25 / 7.00" lumo_ev="-3.02 / -8.23"
O -1.250 0.943 2.916
N -0.042 0.098 0.398
C -0.300 -0.269 -1.900
C -1.116 -0.261 -0.581
C 0.874 0.787 -1.700
C 1.213 0.458 -0.336
C 0.316 -0.958 1.301
H -1.609 -1.243 -0.389
H -1.381 -0.014 3.082
H 1.660 1.278 0.210
H -0.856 1.224 1.995
H -0.572 -1.326 1.873
H 0.882 -0.550 2.128
H 0.464 1.864 -1.914
H 2.102 -0.121 -0.216
H -0.870 0.016 -2.809
H -0.029 -1.248 -2.048
H -1.841 0.674 -0.453
H 0.660 -1.880 0.878
H 1.696 0.528 -2.437